DFT (wB97M-V/def2-TZVPD) results for an isolated molecule of C6H10O.

XYZ file:
```
17
Properties=species:S:1:pos:R:3:forces:R:3
C 1.41994 1.32759 0.97432 -0.0488 0.0011 -0.0627
C 0.92960 0.65900 -0.30084 0.1597 0.0597 -0.2021
C -0.56868 0.85428 -0.65258 -0.7623 -0.4961 -0.2550
C -0.79403 -0.63107 -0.27485 0.1962 0.0677 -0.0600
C -1.89141 -1.61226 -0.25966 -0.0556 -0.0410 -0.2765
O -1.49250 -0.92825 0.92322 -0.1208 0.0574 0.2765
C 0.70620 -0.88399 -0.27347 0.0274 -0.0334 0.0671
H 0.70821 1.17039 1.79279 0.1608 -0.0059 -0.0581
H 2.40658 0.95708 1.28103 -0.2261 -0.0076 -0.0677
H 1.51705 2.40609 0.80082 -0.0768 -0.1417 0.1311
H 1.54589 0.96682 -1.14696 0.1680 -0.0050 0.1340
H -1.22288 1.51424 -0.06849 0.4571 0.0930 -0.0570
H -0.66246 1.09089 -1.72449 -0.2737 -0.2329 0.3691
H -2.89934 -1.39130 -0.61565 0.2649 0.1957 -0.0044
H -1.65172 -2.68153 -0.27921 0.0659 0.3118 -0.0120
H 1.04021 -1.38813 -1.18880 0.0418 0.1281 0.2210
H 1.06242 -1.42059 0.61129 0.0222 0.0491 -0.1433
```
Forces are in eV/Å.

Computed properties:
* orbital gap: 10.98 eV
* ΔE to the lowest compared entry with this formula, charge and spin: 150.1 kJ/mol
* HOMO: -0.36404 Ha
* electronic energy: -8429.68438 eV
* 2S+1: 1
* LUMO energy: 1.08 eV
* SMILES: C[C@H]1C[C@]2(CO2)C1

In the Löwdin picture, each atom carries the following charge in e:
1. C -0.070
2. C -0.340
3. C -0.052
4. C -0.429
5. C -0.075
6. O -0.029
7. C -0.062
8. H 0.084
9. H 0.077
10. H 0.077
11. H 0.124
12. H 0.121
13. H 0.114
14. H 0.110
15. H 0.113
16. H 0.117
17. H 0.122

***

DFT (wB97M-V/def2-TZVPD) results for a cluster of 2 separate species, C5H16NO2PSi in total in a non-equilibrium geometry.

XYZ file:
```
26
Properties=species:S:1:pos:R:3:forces:R:3
C -1.65936 -2.04959 -0.71127 2.7688 -1.9889 0.7446
C -3.40205 1.09128 1.17051 2.1742 3.9535 0.5995
C 2.93067 1.59042 -0.20669 -0.4718 0.2793 1.0239
C 0.60811 0.24657 1.41124 -0.4942 -2.2955 0.3713
C 2.50547 -1.43424 -0.65345 0.6045 0.0350 0.0241
N 0.64789 0.48872 -1.55784 2.6202 -3.3771 0.5932
O -2.46437 -1.06976 -0.60259 -1.2250 1.5567 0.1373
O -3.84994 0.98163 -0.17252 0.1702 -1.1060 0.1792
Si 1.70199 0.17740 -0.21858 -1.1609 1.0753 0.8124
P -3.89065 -0.44376 -0.99981 -0.7314 0.5180 0.1236
H 0.26741 1.35111 -1.59118 -2.0838 2.8724 -0.6052
H -1.85534 -3.06450 -1.07014 -0.6465 0.6278 -0.2063
H -0.78306 -1.93128 -0.05920 -0.2358 -0.2031 -0.4060
H -2.26348 1.37845 1.22571 -1.9583 -0.4834 -0.5339
H -3.45158 0.30525 1.87735 -0.8117 -1.5162 0.0429
H -3.91860 2.00833 1.62735 0.5073 -1.3962 -0.6981
H 2.43403 2.50634 -0.57179 0.3840 -0.3676 -0.1275
H 3.34541 1.84287 0.78224 -0.1937 -0.2029 -0.1910
H 3.75806 1.27797 -0.81333 0.4528 0.2515 -0.6462
H -0.49009 -0.13416 1.18564 1.8522 1.7763 0.2823
H 0.86025 -0.67906 2.02959 0.3513 1.2098 -0.2995
H 0.76083 1.15905 2.07836 -0.6966 -1.1808 -1.0244
H 1.83293 -1.93667 -1.35374 0.3958 -0.0632 -0.1994
H 3.51378 -1.21533 -1.07919 -0.8884 -0.2531 -0.1287
H 2.69022 -2.11388 0.16151 -0.0472 -0.2432 0.4756
H 0.17146 -0.33315 -1.88820 -0.6359 0.5217 -0.3439
```
Forces are in eV/Å.

Computed properties:
* orbital gap (spin up / spin down): 7.55 / 7.74 eV
* ΔE to the lowest compared entry with this formula, charge and spin: 258.3 kJ/mol
* HOMO (spin up / spin down): -0.28314 / -0.27142 Ha
* electronic energy: -28193.88627 eV
* 2S+1: 1
* LUMO energy (spin up / spin down): -0.15 / 0.36 eV

In the Löwdin picture, each atom carries the following charge in e:
1. C -0.142
2. C -0.192
3. C -0.185
4. C -0.201
5. C -0.176
6. N -0.039
7. O -0.466
8. O -0.498
9. Si 0.385
10. P 0.921
11. H -0.021
12. H 0.073
13. H 0.050
14. H 0.094
15. H 0.054
16. H 0.102
17. H 0.035
18. H 0.030
19. H 0.009
20. H 0.017
21. H 0.018
22. H 0.035
23. H 0.024
24. H 0.044
25. H 0.017
26. H 0.010

***

DFT (wB97M-V/def2-TZVPD) results for an isolated molecule of C6H8N2O2S in a non-equilibrium geometry.

XYZ file:
```
19
Properties=species:S:1:pos:R:3:forces:R:3
C 1.78794 -0.89133 -0.79477 -0.4171 1.3358 -0.2857
C 0.14941 -2.10928 0.07593 -0.7098 0.0019 1.7188
C 0.91691 0.16234 -1.41975 -0.3460 0.4799 0.2356
C -0.38172 0.04868 -0.67605 -0.8570 2.1988 1.3920
C -0.06703 -0.65122 0.82792 -0.3042 0.9202 -1.2509
C -1.11558 -0.57042 1.90882 0.1183 1.3352 0.3990
N 1.15706 -2.08367 -0.63742 1.9080 -1.4706 -1.9507
N 1.21966 -0.35682 1.34742 0.1600 0.7547 0.7184
O 1.47625 -0.20493 2.53901 -0.1290 -0.3720 -2.3889
O 2.24784 -0.32185 0.44230 -0.5459 -0.0352 2.3859
S -0.97437 -3.17126 0.42894 -1.8546 -1.8675 0.5287
H 2.61570 -0.94715 -1.38972 2.6906 -0.4647 -1.0112
H 1.39206 1.13874 -1.36315 0.0501 0.0520 0.2055
H 0.85718 -0.08709 -2.45721 -0.4663 -0.1428 -0.7145
H -0.88779 1.07033 -0.51774 0.8182 -1.4954 0.0257
H -1.06935 -0.54142 -1.29053 -0.0722 -0.3009 0.9351
H -1.05595 0.43925 2.40091 -0.1332 -0.6861 -0.6291
H -0.93936 -1.27416 2.73683 -0.1785 -0.0556 -0.6880
H -2.09534 -0.68577 1.43183 0.2686 -0.1878 0.3744
```
Forces are in eV/Å.

Computed properties:
* orbital gap (spin up / spin down): 6.54 / 6.53 eV
* ΔE to the lowest compared entry with this formula, charge and spin: 591.4 kJ/mol
* HOMO (spin up / spin down): -0.30121 / -0.30112 Ha
* electronic energy: -24256.64439 eV
* 2S+1: 1
* LUMO energy (spin up / spin down): -1.66 / -1.66 eV

In the Löwdin picture, each atom carries the following charge in e:
1. C -0.374
2. C -0.922
3. C -0.121
4. C -0.046
5. C -0.335
6. C -0.073
7. N 0.095
8. N -0.134
9. O 0.133
10. O 0.116
11. S 0.733
12. H 0.132
13. H 0.127
14. H 0.122
15. H 0.147
16. H 0.123
17. H 0.105
18. H 0.089
19. H 0.083

***

DFT (wB97M-V/def2-TZVPD) results for a cluster of 2 separate species, C4H12 in total in a non-equilibrium geometry.

XYZ file:
```
16
Properties=species:S:1:pos:R:3:forces:R:3
C -1.25294 -0.64172 -1.80354 -1.7313 -2.4702 0.4551
C -0.33018 -1.72176 -1.18191 -3.2401 -1.6033 -3.1032
H -2.19415 -1.24144 -2.16479 1.5151 1.4837 0.4169
H -1.58904 -0.02682 -0.91522 0.3805 0.1085 -1.6739
H -0.76234 -0.21629 -2.70240 -0.5258 0.4990 0.9760
H -0.82546 -2.62197 -0.82036 -0.4643 0.4532 0.6821
H 0.29476 -2.17431 -1.88999 1.0927 -0.3432 -1.5578
H 0.27106 -1.30620 -0.53235 2.9834 1.8885 3.8215
C 0.92596 1.83646 1.01060 -2.1884 -0.3789 1.6146
C 0.67300 0.58473 1.97047 0.8565 2.5742 -0.1657
H 1.70347 2.38481 1.55797 -0.5598 0.7664 -0.7772
H 1.29867 1.47410 0.08963 0.4471 -0.0959 -1.0709
H -0.14720 2.37258 0.77842 3.0556 -0.8675 0.8456
H 1.21477 -0.27709 1.70276 0.4224 -1.1251 -0.7068
H 1.00231 0.80822 2.99159 -0.3567 0.1482 -0.1302
H -0.36191 0.47814 1.93101 -1.6870 -1.0375 0.3739
```
Forces are in eV/Å.

Computed properties:
* orbital gap: 12.82 eV
* ΔE to the lowest compared entry with this formula, charge and spin: 140.5 kJ/mol
* HOMO: -0.43007 Ha
* electronic energy: -4341.07191 eV
* 2S+1: 1
* LUMO energy: 1.11 eV
* SMILES: CC.CC

In the Löwdin picture, each atom carries the following charge in e:
1. C -0.149
2. C -0.168
3. H 0.087
4. H 0.069
5. H 0.064
6. H 0.074
7. H 0.044
8. H -0.020
9. C -0.147
10. C -0.158
11. H 0.050
12. H 0.018
13. H 0.117
14. H 0.034
15. H 0.060
16. H 0.024

***

DFT (wB97M-V/def2-TZVPD) results for an isolated molecule of C11H14ClN in a non-equilibrium geometry.

XYZ file:
```
27
Properties=species:S:1:pos:R:3:forces:R:3
Cl 4.78296 0.15524 2.96062 0.5146 0.1328 0.6129
C 3.74000 -0.30163 1.63336 -0.6420 -0.0705 -0.6918
C 2.29456 -0.34213 2.08849 -0.2387 -1.0512 -0.8140
N 1.35155 -0.51106 0.98383 0.5202 -0.9151 0.3790
C 1.15550 0.61139 0.03830 0.3403 0.3082 0.9388
C -0.34023 0.60243 0.41329 -0.8994 0.2475 -1.0827
C -1.32487 0.35697 -0.70513 -0.0947 -0.2419 -0.4624
C -2.42946 1.20769 -0.88177 0.2885 -0.8845 -0.0030
C -3.36586 0.95646 -1.87157 0.1006 -1.3699 -1.0021
C -3.21500 -0.15954 -2.73832 0.6238 0.6818 0.8741
C -2.11166 -1.00778 -2.56414 -0.2672 -0.0326 -0.6312
C -1.16488 -0.74729 -1.56481 -0.0939 -0.2244 -0.1358
C -0.09918 -0.57836 1.35777 1.0274 0.2289 0.6854
H 4.01806 -1.29285 1.28328 0.1235 0.0519 -0.0247
H 3.90036 0.40597 0.83682 0.0630 0.2657 -0.2936
H 2.00125 0.49668 2.68268 0.1310 0.9417 0.6461
H 2.27887 -1.23329 2.71121 -0.5748 -0.0574 0.2757
H 1.73029 1.54904 0.32658 -0.7058 -0.9216 -0.4309
H 1.35662 0.32340 -1.00063 0.1327 0.2292 0.2075
H -0.61354 1.51224 0.92478 -0.1876 0.2075 0.2809
H -2.56187 1.99810 -0.16644 -0.1026 0.4072 0.0444
H -4.25589 1.54134 -2.01913 -0.0554 0.4532 0.2046
H -3.93148 -0.32034 -3.54350 0.1544 -0.0614 0.2850
H -2.00375 -1.86523 -3.26947 0.0787 0.7128 0.8042
H -0.30917 -1.44977 -1.47278 -0.5756 0.6717 0.1324
H -0.56903 -1.54202 1.12433 0.0814 0.2887 -0.2008
H -0.31416 -0.36568 2.43236 0.2577 0.0017 -0.5980
```
Forces are in eV/Å.

Computed properties:
* orbital gap: 9.50 eV
* ΔE to the lowest compared entry with this formula, charge and spin: 41.4 kJ/mol
* HOMO: -0.31696 Ha
* electronic energy: -25645.56057 eV
* 2S+1: 1
* LUMO energy: 0.88 eV
* SMILES: ClCCN1CC(c2ccccc2)C1

In the Löwdin picture, each atom carries the following charge in e:
1. Cl 0.577
2. C -0.619
3. C -0.296
4. N -0.145
5. C -0.116
6. C -0.236
7. C -0.191
8. C -0.044
9. C -0.082
10. C -0.089
11. C -0.092
12. C -0.046
13. C -0.106
14. H 0.079
15. H 0.060
16. H 0.100
17. H 0.115
18. H 0.133
19. H 0.109
20. H 0.129
21. H 0.102
22. H 0.093
23. H 0.097
24. H 0.111
25. H 0.125
26. H 0.112
27. H 0.121

***

DFT (wB97M-V/def2-TZVPD) results for a structure of composition C24H26Cl4N3O2Si2V in a non-equilibrium geometry.

XYZ file:
```
62
Properties=species:S:1:pos:R:3:forces:R:3
V 0.62636 0.88161 0.09211 -0.7271 -2.8244 -1.5276
C 0.64486 -2.16799 2.16031 -0.6981 0.4450 0.0731
Si -1.07594 -1.36339 1.96261 0.1235 -0.1566 0.2798
C -1.53644 -0.01889 3.24251 0.3559 -0.2845 -0.6406
C -2.45334 -2.67169 2.13721 0.6165 0.4148 -0.2674
C -0.99964 -0.48989 0.22171 0.7379 -0.6362 -0.3103
C -1.85374 0.68201 0.20181 -0.7563 0.0539 0.0022
C -3.24874 0.76761 0.23911 0.0712 0.1655 -0.0182
C -3.83684 2.01411 0.27321 0.2387 -0.1282 0.0129
C -3.02944 3.15411 0.29361 0.3552 -0.0075 -0.0266
C -1.65894 2.99891 0.24781 -0.5747 0.8456 0.0226
N -1.09774 1.79201 0.17871 -1.2065 0.8351 -0.1607
Si -1.17664 -1.60969 -1.34139 -0.3310 -0.2383 -0.3196
C -1.71924 -0.46719 -2.78849 0.4710 -0.3081 0.5456
C -2.58794 -2.89329 -1.26429 0.6045 0.4601 0.1750
C 0.48036 -2.53239 -1.58269 -0.5823 0.4511 0.0507
H 0.87446 -2.34349 3.20661 0.0211 -0.0509 0.2204
H 1.42706 -1.53339 1.74941 0.0559 -0.0096 -0.0044
H 0.69166 -3.12729 1.65291 -0.0610 -0.1457 -0.1348
H -1.24204 -0.31959 4.24371 0.0873 -0.1091 0.1457
H -2.61154 0.14421 3.25771 -0.1745 -0.0778 -0.0618
H -1.05754 0.93491 3.03211 0.0267 0.0553 0.0817
H -2.59184 -2.88569 3.19301 0.0421 0.0429 0.2433
H -2.20514 -3.60819 1.65361 0.0628 -0.1975 -0.1436
H -3.41094 -2.33829 1.75151 -0.1786 0.1320 -0.0949
H -3.83384 -0.13729 0.25461 -0.0766 -0.1247 -0.0161
H -4.91194 2.11231 0.29811 -0.0784 0.0021 0.0194
H -3.46634 4.13711 0.34671 0.0222 0.1190 0.0132
H -0.99624 3.86061 0.27781 -0.0577 -0.1210 -0.0164
H -2.69894 -0.04509 -2.57689 -0.1637 0.0146 0.0969
H -1.81134 -1.03199 -3.71129 0.0256 -0.1808 -0.1268
H -1.04934 0.36671 -2.98139 0.0893 0.1095 -0.0596
H -3.52984 -2.46829 -0.93369 -0.1767 0.1386 0.0705
H -2.35184 -3.72579 -0.61179 0.0548 -0.1362 0.1464
H -2.75124 -3.30069 -2.25939 0.0635 0.0139 -0.1988
H 1.26046 -2.13819 -0.93539 0.1192 0.0222 0.1030
H 0.83006 -2.50139 -2.61019 0.0475 0.0384 -0.2207
H 0.35646 -3.58069 -1.33289 -0.0820 -0.2021 0.1028
Cl 6.44106 0.69921 3.32751 0.1197 -0.0361 -0.0081
C 4.78996 0.80581 2.90351 -0.3014 0.0380 0.1180
C 3.87216 1.29641 3.84681 -0.0841 -0.1104 -0.2377
Cl 4.40086 1.74191 5.41321 0.0104 0.0429 0.0729
C 2.52236 1.41221 3.51741 -0.2620 -0.0128 -0.2486
Cl 1.36896 1.95951 4.66271 -0.1366 0.0924 -0.0478
C 2.10296 1.06531 2.23451 4.3724 -0.7001 0.7057
O 0.92706 1.11351 1.70631 -1.8454 1.2258 2.3564
C 3.02546 0.50991 1.27311 0.6316 0.8085 3.0165
O 2.44366 0.14861 0.19181 -0.7886 -0.3413 -1.9417
C 4.37516 0.38751 1.64001 -0.3511 0.0145 -0.2535
Cl 5.49666 -0.26619 0.51671 -0.1067 -0.0391 -0.1610
N 3.14006 -1.43399 -5.10919 0.2548 -0.4023 -0.2681
C 2.61036 -0.56799 -4.58319 -0.0099 -0.0272 -0.0414
C 1.93556 0.48261 -3.90649 -0.4077 0.5080 0.5366
C 1.44566 1.60831 -4.56909 0.0580 -0.1888 0.3354
C 0.83906 2.59001 -3.80239 -0.0452 -0.0387 0.2523
C 0.66846 2.38221 -2.44139 -0.3377 0.6805 -0.5579
N 1.08766 1.27821 -1.81759 0.3261 0.7137 -1.0434
C 1.75006 0.37411 -2.52849 0.5371 -0.6731 -0.4687
H 1.54506 1.70111 -5.64109 0.0609 0.0550 -0.0181
H 0.48926 3.50461 -4.25379 -0.0760 0.0544 0.0121
H 0.16446 3.12741 -1.83429 0.0330 -0.1078 -0.0949
H 2.16106 -0.46679 -1.98539 -0.0187 0.0237 -0.0712
```
Forces are in eV/Å.

Computed properties:
* orbital gap (spin up / spin down): 6.11 / 6.47 eV
* charge: +1
* ΔE to the lowest compared entry with this formula, charge and spin: 116.8 kJ/mol
* HOMO (spin up / spin down): -0.39468 / -0.39711 Ha
* electronic energy: -125404.06991 eV
* 2S+1: 2
* expectation value of S²: 0.793
* LUMO energy (spin up / spin down): -4.63 / -4.33 eV

In the Löwdin picture, each atom carries the following charge in e:
1. V 1.054
2. C -0.133
3. Si 0.582
4. C -0.155
5. C -0.165
6. C -0.350
7. C -0.406
8. C 0.006
9. C -0.005
10. C -0.023
11. C -0.081
12. N -0.033
13. Si 0.564
14. C -0.148
15. C -0.164
16. C -0.150
17. H 0.042
18. H 0.008
19. H 0.037
20. H 0.038
21. H 0.036
22. H 0.001
23. H 0.038
24. H 0.020
25. H 0.025
26. H 0.123
27. H 0.125
28. H 0.115
29. H 0.131
30. H 0.034
31. H 0.041
32. H -0.002
33. H 0.026
34. H 0.020
35. H 0.039
36. H 0.013
37. H 0.028
38. H 0.040
39. Cl 0.726
40. C -0.694
41. C -0.702
42. Cl 0.711
43. C -0.599
44. Cl 0.753
45. C -0.325
46. O -0.143
47. C -0.371
48. O -0.138
49. C -0.606
50. Cl 0.733
51. N 0.213
52. C -0.160
53. C -0.160
54. C 0.050
55. C 0.003
56. C -0.077
57. N -0.038
58. C -0.050
59. H 0.142
60. H 0.126
61. H 0.117
62. H 0.118